1.
21
Properties=species:S:1:pos:R:3:forces:R:3:mulliken_charge:R:1 method="wB97M-V/def2-TZVPD" de_lowest_kcal_mol=48.7 homo_lumo_gap_ha=0.3667 smiles="C=CC=C.C=NCC" homo_energy_ev=-9.11
H -0.750 -0.959 -1.421 0.01 -0.01 0.02 0.218
C 0.738 0.879 2.359 0.09 -0.05 -0.01 -0.853
H -0.226 0.449 2.601 -0.04 -0.03 0.01 0.282
H -3.139 -1.254 -0.981 0.00 0.02 0.03 0.333
H 0.200 1.764 -0.363 0.08 0.19 -0.09 0.072
H -1.190 0.144 -0.102 0.04 -0.11 0.08 0.059
H 2.304 -2.857 0.239 -0.05 -0.14 -0.04 0.273
C 1.519 -1.175 1.224 -0.24 0.14 0.05 0.127
C -2.807 -0.337 -1.471 0.14 -0.18 0.14 -1.254
C -1.337 -0.073 -1.166 -0.24 0.05 -0.13 0.213
H 0.323 2.650 -2.046 0.12 0.06 0.29 0.292
H 3.415 -1.395 0.326 -0.01 0.07 0.03 0.244
H 2.611 0.687 1.484 0.09 -0.03 -0.06 0.265
H -2.946 -0.458 -2.543 -0.03 0.05 -0.06 0.315
C 2.456 -1.841 0.564 0.17 0.00 -0.07 -0.840
H -3.440 0.477 -1.120 0.00 0.09 -0.06 0.325
H 0.569 -1.654 1.440 -0.01 -0.03 0.01 0.272
C 1.665 0.200 1.692 0.08 0.01 0.07 -0.068
C -0.069 1.847 -1.423 -0.20 -0.09 -0.35 -0.109
N -0.835 1.019 -1.987 0.10 -0.07 0.09 -0.452
H 0.939 1.887 2.692 -0.09 0.08 0.03 0.287

2.
12
Properties=species:S:1:pos:R:3:forces:R:3:mulliken_charge:R:1 method="wB97M-V/def2-TZVPD" de_lowest_kcal_mol=42.2 homo_lumo_gap_ha=0.3240 homo_energy_ev=-9.55
C 0.197 -0.701 0.186 -0.90 -3.08 -5.12 0.397
C -1.340 -0.719 0.139 2.80 -0.02 -0.69 0.100
H 2.726 1.488 0.533 1.34 -0.05 0.33 0.171
F -1.573 -0.787 1.484 -2.00 0.34 -0.26 -0.226
Cl -2.077 0.778 -0.799 0.78 -1.95 1.63 -0.186
N 0.620 -1.694 -0.614 1.85 2.94 2.46 -0.354
H 2.278 -2.582 -1.123 -0.52 2.99 1.74 0.364
H 0.270 0.600 1.543 -0.86 0.64 1.20 0.376
H -1.431 -1.671 -0.437 -1.61 0.82 0.59 0.353
O 2.092 -1.688 -0.591 -1.47 -3.13 -1.92 -0.410
S 1.575 1.794 0.027 -1.88 -2.37 0.58 -0.054
N 0.886 0.173 0.909 2.46 2.87 -0.53 -0.531

3.
10
Properties=species:S:1:pos:R:3:forces:R:3:mulliken_charge:R:1 method="wB97M-V/def2-TZVPD" de_lowest_kcal_mol=105.8 homo_lumo_gap_ha=0.3099 smiles=Oc1cn[nH]c1 homo_energy_ev=-8.10
O 1.585 -0.156 0.519 1.60 0.58 -0.70 -0.500
C 0.694 0.002 -0.691 -0.44 -0.15 1.20 0.167
N -1.205 1.118 0.006 0.07 0.01 -0.43 -0.650
H 0.180 2.229 -1.015 0.19 -0.22 0.28 0.410
H -0.036 -1.941 0.073 -0.17 0.20 0.39 0.338
N -1.263 -0.226 0.348 -0.27 -0.23 -0.16 0.173
C -0.222 -0.888 -0.103 -1.05 -0.22 -0.19 -0.230
H -1.859 -0.505 1.112 -0.37 -0.04 -0.43 0.269
H 2.181 -0.886 0.354 0.57 -0.04 -0.23 0.314
C -0.055 1.252 -0.601 -0.12 0.10 0.26 -0.291

4.
68
Properties=species:S:1:pos:R:3:forces:R:3:mulliken_spin:R:1 method="wB97M-V/def2-TZVPD" charge=+1 spin_multiplicity=3 homo_lumo_gap_ha="0.2992 / 0.2451" homo_energy_ev="-9.86 / -10.98"
N -1.320 -0.098 4.555 0.34 0.02 0.16 0.000
C -1.285 -2.988 -0.139 -0.16 -0.08 0.08 0.023
C -3.382 -0.205 -0.055 -0.31 -0.04 0.05 -0.005
H 1.491 -3.975 0.317 -0.01 0.26 0.06 0.005
H 1.427 4.216 -4.102 -0.35 -0.09 0.15 -0.002
C 2.540 0.372 -3.321 0.63 -0.58 0.16 0.108
H 5.053 -1.917 -3.562 -0.25 0.13 0.08 0.007
C -0.210 -0.019 3.768 0.11 0.04 -0.92 0.009
H 0.849 -3.740 -2.214 -0.18 0.23 -0.03 0.011
H -1.655 -2.653 0.840 0.09 -0.10 -0.29 -0.002
H -0.333 -2.518 -2.840 0.14 -0.19 0.17 0.013
H 3.045 2.474 -3.192 -0.06 -0.06 0.18 0.007
H -3.354 -1.212 -0.491 -0.05 0.34 0.14 0.001
H 1.862 0.977 2.493 0.14 -0.19 0.10 0.006
H 4.655 0.565 -3.608 -0.04 -0.21 0.16 -0.002
N 0.164 -0.094 -3.486 -0.42 -0.20 1.44 0.404
C 2.235 1.785 -2.936 -0.09 0.05 -0.21 -0.020
H 2.469 -2.468 0.284 -0.21 -0.09 0.09 0.003
C 1.444 -0.527 -3.321 0.27 -0.03 0.55 -0.011
C -0.105 1.237 -3.505 -0.07 0.19 0.63 0.058
Au 0.233 0.303 -0.159 0.39 -0.48 -0.59 0.325
H 2.315 0.882 5.667 -0.21 -0.12 0.12 0.000
H 1.895 0.216 -0.082 -0.70 0.05 0.20 0.216
C 3.002 -2.377 -3.071 -0.32 0.06 0.34 -0.080
C 0.925 2.213 -3.522 -0.43 0.59 -0.19 0.134
C -1.455 1.711 -3.329 0.42 -0.12 -0.39 0.093
H -3.274 -0.285 1.036 0.04 0.03 -0.32 0.001
H -2.676 0.716 3.159 -0.05 -0.17 0.21 0.000
C 3.836 -0.136 -3.462 -0.47 0.07 0.11 -0.087
H 2.185 -0.879 5.733 -0.18 0.13 0.01 0.000
C -2.424 2.495 -0.151 -0.21 0.17 0.02 -0.018
C 0.610 3.510 -3.933 0.20 -0.25 0.22 -0.084
H 1.223 -2.699 1.554 0.11 -0.04 -0.30 -0.003
C 1.706 -1.894 -2.947 -0.03 0.52 -0.37 0.095
H -2.377 2.496 0.947 0.01 0.03 -0.31 0.000
P -2.048 0.821 -0.737 0.21 0.28 -0.11 0.100
C 1.481 -2.891 0.503 0.10 0.01 0.03 0.013
H 3.054 0.309 3.642 -0.12 -0.03 -0.07 -0.001
C 1.614 0.044 5.560 0.18 0.00 0.32 0.000
N 1.079 0.070 4.214 -0.71 -0.01 0.19 0.002
H 0.842 0.132 6.318 0.32 -0.01 -0.16 0.000
H 3.189 -3.430 -2.856 0.08 0.26 -0.05 0.001
C -2.416 0.837 -2.562 0.09 -0.08 -0.27 -0.002
O -0.412 -0.026 2.528 0.29 -0.08 0.40 0.027
H -2.298 -0.203 -2.897 -0.22 0.15 0.06 0.006
H -3.375 -0.206 4.526 -0.01 -0.01 -0.23 0.000
P 0.241 -2.086 -0.551 0.27 -0.40 -0.21 0.259
H -1.670 3.189 -0.541 -0.19 -0.13 0.09 -0.004
H -0.975 4.879 -4.476 0.11 -0.26 0.12 0.007
H -2.790 3.343 -3.694 0.25 0.04 0.01 0.001
H -3.453 1.181 -2.691 0.20 -0.20 0.03 0.001
C -1.754 3.006 -3.732 0.15 -0.15 0.41 -0.089
C 0.598 -2.671 -2.277 0.03 0.19 -0.44 0.042
H -2.049 -2.808 -0.908 0.24 -0.09 0.25 -0.002
H -1.013 0.861 6.423 -0.14 -0.19 -0.04 0.000
C -2.557 -0.163 3.808 -0.39 -0.01 -0.26 -0.001
H 2.114 -0.776 2.583 0.07 0.23 0.09 -0.005
H 2.079 1.766 -1.792 0.38 0.17 -1.42 0.080
H -3.424 2.816 -0.479 0.24 -0.04 0.11 0.002
H -0.898 -0.929 6.460 -0.15 0.18 -0.04 0.000
C -0.724 3.883 -4.110 -0.07 -0.04 -0.15 0.180
H -4.355 0.257 -0.285 0.27 -0.17 0.06 0.000
H -1.071 -4.068 -0.093 -0.08 0.32 -0.04 0.009
C 4.053 -1.513 -3.405 0.11 0.02 -0.21 0.166
H -2.469 -0.133 6.257 0.32 0.01 0.10 0.000
H -2.581 -1.050 3.162 -0.08 0.14 0.18 0.000
C 2.080 0.148 3.176 0.23 0.04 -0.54 -0.002
C -1.408 -0.072 6.001 -0.02 0.01 0.30 0.000

5.
16
Properties=species:S:1:pos:R:3:forces:R:3:mulliken_charge:R:1 method="wB97M-V/def2-TZVPD" de_lowest_kcal_mol=8.6 homo_lumo_gap_ha=0.3484 smiles=CCSS.O.O homo_energy_ev=-9.15
C 0.867 0.006 0.941 0.11 0.93 0.36 0.030
H -0.835 1.211 -1.911 0.01 -0.10 -0.20 0.136
H 1.783 0.640 2.783 0.10 0.36 0.13 0.333
H -0.543 -2.959 -0.711 -0.19 0.03 -0.06 0.328
H 1.818 -0.164 0.450 0.23 0.09 0.06 0.393
S 0.455 1.453 -1.640 -0.21 0.20 0.36 -0.202
H -3.242 -1.690 -0.417 -0.01 -0.17 -0.16 0.323
H 0.046 0.297 2.962 0.11 0.11 -0.24 0.346
S 0.202 1.622 0.413 0.34 -0.10 -0.35 -0.116
H -0.401 -3.397 0.737 0.01 -0.06 -0.09 0.303
O -2.444 -1.541 -0.939 0.07 0.31 0.40 -0.619
O -0.006 -3.513 -0.134 0.08 0.06 0.15 -0.646
H 0.203 -0.737 0.594 -0.77 -0.96 -0.34 0.001
C 0.972 0.009 2.452 0.06 -0.60 0.26 -1.255
H -2.089 -0.731 -0.544 0.06 -0.09 -0.20 0.304
H 1.210 -0.998 2.806 -0.01 0.00 -0.08 0.343

6.
135
Properties=species:S:1:pos:R:3:forces:R:3:mulliken_charge:R:1 method="wB97M-V/def2-TZVPD" homo_lumo_gap_ha=0.3233 smiles="CCSCB1OBOB(CNC)O1.CNC(C)=O.CNC(C)=O.CNC(C)=O.CNC(C)=O.CNC(C)=O.CNC(C)=O.CNC(C)=O.CNC(C)=O.CNC(C)=O" homo_energy_ev=-8.25
H 1.152 -2.765 11.066 0.03 -0.01 0.01 0.286
C -3.239 0.728 0.196 0.06 0.04 -0.17 -0.507
C 4.650 -0.545 -0.388 -0.09 -0.03 0.06 -1.104
N -7.762 -2.975 -0.401 -0.34 -0.04 0.17 -0.348
H -2.983 -0.307 -0.036 -0.01 -0.02 0.04 -0.049
H 9.105 0.415 5.670 0.00 -0.02 0.00 0.297
H -0.718 -3.804 -1.854 0.05 0.12 -0.22 0.309
H -4.318 0.787 0.336 -0.01 0.03 0.04 0.146
C 2.447 3.351 -3.250 -0.04 -0.05 0.25 0.598
H 5.447 0.119 -0.706 0.02 -0.01 -0.02 0.417
O 0.954 -6.662 -1.078 -0.03 0.01 -0.01 -0.646
C 1.934 -4.145 4.381 -0.07 -0.06 -0.11 -0.696
H -8.733 -1.181 -0.854 -0.06 0.03 0.07 0.246
C 2.223 -2.317 2.677 0.15 0.27 0.04 0.505
C 5.385 8.593 -3.023 -0.05 0.04 0.03 -1.338
H 0.984 -4.280 4.900 0.02 0.01 0.05 0.296
O 1.963 -1.881 1.562 -0.11 -0.16 -0.15 -0.617
H 2.015 2.622 -1.298 -0.04 0.04 -0.07 -0.534
H 1.132 -3.957 2.428 0.02 -0.02 -0.02 0.217
C 7.148 0.071 4.943 0.02 0.08 0.02 0.876
H 5.566 2.123 0.415 0.02 -0.02 -0.04 0.486
H 0.230 -3.966 10.153 0.01 -0.03 -0.01 0.286
H -11.335 2.222 -5.440 0.00 -0.01 -0.01 0.235
C 0.891 -6.947 -2.262 -0.02 -0.01 0.03 0.852
H 5.286 -0.055 4.266 -0.05 -0.02 0.01 0.093
H 5.057 -1.260 0.330 0.03 0.02 0.01 0.278
C 1.940 -6.765 -4.555 0.05 0.05 0.08 -0.831
H 0.051 -3.017 0.177 0.00 0.01 0.06 0.251
C -9.750 1.924 -4.271 0.01 0.02 0.01 0.717
H 6.274 6.280 -3.418 -0.01 0.04 0.00 0.376
H 7.920 1.589 6.272 0.00 0.03 -0.01 0.362
H 2.595 -1.289 4.538 0.07 -0.07 0.06 0.388
H 6.417 2.640 4.866 0.00 0.03 0.00 0.384
H -0.714 3.820 0.527 0.06 0.00 -0.03 0.294
H -3.164 1.471 -1.791 0.02 -0.01 -0.02 0.125
H -2.167 3.196 1.320 -0.02 -0.03 0.01 0.441
H 2.857 -7.301 -4.805 -0.01 -0.03 0.00 0.286
H -10.642 4.597 -5.854 0.03 0.01 0.00 0.276
C 8.239 1.013 5.403 0.01 -0.06 0.00 -1.385
C -7.795 -1.512 -0.403 0.27 0.03 0.10 -0.640
H -0.790 -7.208 -3.584 0.00 -0.04 -0.03 0.366
H -9.135 3.157 -2.607 0.01 0.03 -0.01 0.403
H 2.576 -5.980 -2.691 0.01 0.01 0.01 0.221
O 3.520 2.758 -3.313 0.07 0.07 -0.08 -0.717
C -0.573 -2.290 -0.334 -0.07 -0.15 -0.16 -0.900
H 1.400 4.246 -1.591 -0.14 0.01 -0.03 0.494
C -7.952 -3.540 -1.719 0.02 -0.05 0.02 -0.680
H -7.156 -3.295 -2.443 0.03 0.04 -0.06 0.082
N 5.969 0.624 4.560 -0.03 0.02 -0.04 0.039
H 5.323 2.331 3.514 0.03 0.01 -0.01 0.190
B -6.576 -0.846 -1.136 0.25 0.81 0.65 0.238
N 3.566 0.210 0.201 -0.03 0.01 -0.06 0.373
C 3.484 1.548 0.358 0.03 0.03 0.01 0.880
C 4.651 2.385 -0.119 -0.01 0.03 0.06 -1.633
O -9.802 0.712 -4.398 0.00 0.00 0.00 -0.650
H -8.894 -3.175 -2.128 -0.01 0.01 -0.04 0.326
C 4.215 7.761 -2.542 0.07 -0.03 -0.04 0.884
H 0.082 -1.483 -0.658 0.06 0.04 0.08 0.194
C 5.472 5.632 -3.083 -0.16 -0.08 0.00 -0.782
H 5.118 9.639 -2.908 -0.02 0.01 0.01 0.304
O -5.298 -1.373 -1.008 -0.62 -0.85 -0.68 -0.368
H 5.855 4.982 -2.296 0.03 0.01 0.01 0.198
H -2.750 0.996 1.126 0.00 -0.02 0.05 0.398
C -3.876 -2.807 -2.604 0.32 0.22 -0.03 -0.642
H 0.199 4.557 -5.224 -0.01 -0.02 -0.01 0.289
O 7.313 -1.138 4.915 0.00 -0.02 0.00 -0.653
H 2.581 -3.547 5.015 -0.02 0.05 -0.01 0.084
H -8.076 3.264 -4.022 0.00 0.02 0.02 0.382
H 1.982 -4.112 10.288 0.00 -0.02 0.02 0.320
H -6.914 -3.314 0.028 0.13 0.00 -0.04 0.311
N 2.028 4.129 -4.278 -0.02 0.09 -0.08 -0.092
H 1.009 5.956 -4.499 0.00 0.00 0.04 0.280
H 0.580 2.853 -2.316 -0.01 0.16 0.09 0.418
H 0.128 -8.693 -3.281 -0.01 0.01 -0.04 0.400
O 3.193 8.275 -2.119 -0.02 0.02 0.00 -0.655
H -7.794 -1.161 0.636 -0.13 0.02 0.00 0.286
H 4.733 2.209 5.172 0.02 0.01 0.03 0.277
H 4.149 -3.639 7.492 0.00 0.02 -0.01 0.273
H 5.161 4.995 -3.913 0.06 -0.03 -0.01 0.261
H 4.004 -2.131 3.870 -0.01 0.00 0.08 0.497
H 4.413 3.427 0.075 -0.02 0.00 0.02 0.296
C -8.689 2.589 -3.424 -0.05 -0.10 -0.05 -0.546
H 1.097 -7.362 -4.885 0.00 -0.01 -0.03 0.311
H 4.303 -1.105 -1.259 0.01 0.03 -0.03 0.289
C 2.342 -2.696 8.064 0.06 -0.06 0.06 0.800
H 4.807 2.252 -1.191 0.00 0.01 -0.02 0.498
H -6.579 0.360 -4.185 0.13 0.33 0.06 -0.161
O 2.354 -1.962 7.089 -0.02 0.01 -0.10 -0.599
H 2.389 -5.126 4.234 0.03 0.01 0.03 0.298
C -1.369 2.961 0.614 -0.01 -0.01 -0.09 -1.352
H 8.517 1.709 4.611 -0.01 0.03 0.01 0.363
H 2.667 4.154 -5.057 -0.01 -0.02 -0.02 0.276
H -0.919 -8.023 -2.018 0.02 0.03 0.04 0.288
H 6.281 8.386 -2.437 0.02 -0.02 -0.02 0.360
H 0.647 -1.924 8.759 0.00 0.01 0.00 0.244
H -1.310 -2.211 -2.373 -0.09 -0.05 -0.04 0.268
H -9.954 4.575 -4.231 0.00 0.03 0.01 0.308
H -0.799 2.117 1.006 0.03 0.03 -0.03 0.329
S -2.964 -3.466 -1.178 -0.11 -0.20 0.19 -0.146
H 2.765 -0.316 0.534 0.04 -0.08 0.15 -0.002
N 4.348 6.412 -2.604 0.02 -0.02 0.04 -0.012
H -3.169 -2.641 -3.418 -0.11 -0.04 -0.06 0.298
H 0.201 4.761 -3.478 -0.03 -0.01 0.04 0.261
N -2.800 1.619 -0.862 0.01 0.00 0.04 0.034
O 2.491 2.068 0.857 0.07 -0.04 0.12 -0.672
H 3.027 -4.728 8.331 0.00 -0.01 0.03 0.375
O -4.785 -0.442 -3.121 -0.42 -0.69 -0.44 -0.741
C 1.552 3.263 -2.039 0.14 -0.14 -0.20 -0.530
O -1.635 3.330 -1.737 -0.10 0.00 -0.10 -0.678
B -4.647 -1.505 -2.229 0.33 0.64 0.39 0.402
H 3.540 5.909 -2.271 -0.01 -0.02 -0.02 0.044
H -8.070 1.797 -3.015 -0.07 0.13 0.05 -0.394
H -4.583 -3.564 -2.952 -0.02 -0.02 0.04 0.444
C -0.243 -7.772 -2.829 -0.01 0.03 0.04 -1.339
N 1.851 -6.526 -3.129 0.01 0.00 -0.05 -0.175
N -10.656 2.727 -4.893 -0.02 0.04 -0.01 -0.169
N 1.720 -3.494 3.103 -0.03 -0.04 0.00 -0.090
H -8.023 -4.626 -1.654 0.07 -0.01 -0.01 0.322
H 1.932 -5.825 -5.110 -0.03 0.00 -0.01 0.277
H 3.420 -0.635 3.105 -0.06 -0.01 -0.06 -0.083
N 1.340 -2.622 8.977 -0.03 -0.01 0.02 -0.179
C 5.592 2.023 4.526 -0.05 -0.09 -0.03 -0.822
H -1.291 -1.896 0.384 0.02 0.09 -0.02 0.247
C -1.274 -2.918 -1.545 0.27 -0.06 0.21 -0.308
C -10.745 4.171 -4.854 -0.05 -0.09 -0.04 -0.802
C -1.935 2.662 -0.759 -0.01 -0.01 0.22 0.851
H -11.703 4.495 -4.443 0.01 0.01 0.03 0.278
C 0.796 4.892 -4.376 0.09 -0.02 -0.01 -0.765
C 3.117 -1.547 3.616 0.05 0.03 0.08 -0.898
H 5.605 8.393 -4.072 0.03 -0.01 0.00 0.345
C 1.166 -3.406 10.183 -0.04 0.08 -0.05 -0.850
O -6.717 0.288 -1.943 -0.28 -0.83 -0.57 -0.202
C 3.433 -3.716 8.305 -0.01 0.03 -0.06 -1.397
H 3.947 -3.526 9.247 -0.01 -0.02 0.02 0.454
B -6.051 0.122 -3.147 0.36 0.46 0.22 0.821

| no. | calculated total energy (Ha) |
| --- | --- |
| 1 | -329.19379 |
| 2 | -1221.46366 |
| 3 | -301.31863 |
| 4 | -1994.38507 |
| 5 | -1029.04523 |
| 6 | -3189.06952 |